DFT (ωB97M-V with the def2-TZVPD basis set) results for 9 unconnected molecules or ions with the total composition C39H73N9O4P.

Orbital gap: 0.3747 Eh
Electronic energy: -72513.161 eV
Net charge: +1

The geometry in XYZ format:
```
126
Properties=species:S:1:pos:R:3:forces:R:3:lowdin_charge:R:1
P 2.438 3.402 -2.886 -0.2 -0.1 0.1 0.41
O 1.373 3.762 -3.991 0.4 0.1 0.0 -0.11
O 7.541 4.356 -0.306 -0.2 0.0 -0.1 -0.06
O 2.510 1.814 -2.957 0.3 0.1 0.0 -0.10
O 3.715 4.120 -2.913 0.0 0.0 -0.1 -0.24
N 3.325 -0.976 1.446 0.0 0.1 0.0 0.17
N -6.297 2.971 2.299 -0.3 -0.5 0.1 0.16
N 2.088 3.439 -0.059 -0.2 0.3 0.5 -0.11
N 4.753 -9.122 2.248 0.0 0.0 0.0 0.17
N -9.200 -4.473 4.120 0.0 0.0 0.0 0.14
N 1.417 -5.306 2.298 -0.1 0.0 -0.1 0.16
N 0.820 6.659 -4.226 0.0 -0.1 0.1 0.17
N -5.284 -2.274 -1.433 0.2 0.1 0.2 0.16
N -0.217 2.098 0.968 -0.1 0.2 -0.2 0.19
C 3.187 -10.553 0.727 -0.1 0.0 0.0 -0.19
C -5.680 3.921 2.138 0.2 0.5 0.0 -0.24
C 4.302 -6.596 4.285 0.0 0.0 0.1 -0.13
C 1.734 -10.067 0.797 0.0 0.0 0.0 -0.26
C 2.722 2.093 0.209 0.1 -0.2 0.1 -0.13
C -4.681 -1.946 -4.837 0.0 0.0 0.0 -0.25
C -3.236 1.247 -0.599 -0.2 0.1 0.1 -0.24
C -6.856 -3.489 3.528 0.0 0.0 -0.1 -0.20
C -4.875 5.672 4.454 0.0 0.0 0.0 -0.11
C 4.702 -5.437 3.387 0.0 0.0 0.0 -0.25
C 2.467 9.385 -6.292 0.0 0.0 0.0 -0.10
C 0.406 -2.134 0.042 0.0 0.0 0.1 -0.25
C 1.763 6.821 -4.863 0.2 0.0 0.0 -0.22
C -0.177 -2.214 1.448 0.0 0.0 0.0 -0.10
C 4.218 2.287 -0.042 -0.3 0.0 -0.3 -0.10
C 1.877 -2.567 -0.028 -0.2 -0.1 0.0 -0.17
C -0.909 1.530 0.246 0.0 -0.1 0.1 -0.19
C -7.010 -4.151 1.073 0.0 0.0 0.0 -0.11
C -3.576 -0.969 -4.459 0.0 0.0 0.0 -0.11
C 1.147 -10.160 2.200 0.0 0.0 0.0 -0.11
C 2.709 -1.700 0.802 0.1 0.1 0.0 -0.23
C 5.555 4.199 1.130 0.0 -0.1 -0.2 -0.14
C -6.777 -3.024 2.069 0.0 0.0 0.0 -0.27
C 3.477 8.443 -5.650 0.0 0.1 0.0 -0.25
C -5.558 -2.069 -2.527 -0.2 0.0 0.0 -0.23
C 2.379 -4.871 2.749 0.1 0.0 0.1 -0.24
C -1.780 0.769 -0.649 -0.2 0.0 0.0 -0.17
C 3.000 6.985 -5.629 0.0 0.1 -0.1 -0.17
C -4.882 5.134 1.967 0.1 0.0 0.0 -0.19
C 3.626 -4.345 3.304 0.1 -0.1 0.0 -0.18
C -8.168 -4.044 3.859 0.0 0.0 0.1 -0.24
C 4.489 3.797 0.107 0.2 0.4 0.0 -0.29
C 3.132 4.404 0.460 0.0 -0.2 0.1 -0.05
C 6.939 3.661 0.775 0.0 0.0 0.0 -0.25
C 1.458 3.700 -1.388 0.3 0.0 0.1 -0.12
C -4.033 5.444 3.206 0.0 0.0 0.0 -0.26
C -5.906 -1.818 -3.923 0.0 0.0 -0.1 -0.18
C -3.848 1.121 0.790 0.1 -0.1 -0.1 -0.10
C 4.067 -9.761 1.585 0.1 0.0 0.0 -0.22
H 5.275 3.884 2.141 0.0 -0.1 -0.1 0.13
H 4.913 -5.807 2.381 0.0 0.0 0.0 0.11
H 3.412 -7.099 3.907 0.0 0.0 0.0 0.06
H -3.806 0.636 -1.300 0.1 0.0 0.0 0.10
H -5.566 5.959 1.757 0.0 0.0 0.0 0.12
H -3.337 1.755 1.519 0.0 0.0 0.0 0.07
H 4.796 4.191 -0.863 0.0 -0.1 0.1 0.12
H -4.252 4.999 1.086 0.0 0.0 0.0 0.11
H -6.662 -2.661 4.211 0.0 0.0 0.0 0.12
H -3.301 2.280 -0.948 0.1 0.0 0.0 0.11
H -2.720 -1.068 -5.125 0.0 0.0 0.0 0.07
H 4.420 8.473 -6.196 0.0 0.0 0.0 0.11
H 2.948 5.414 0.097 0.0 -0.1 -0.1 0.14
H 1.686 -9.036 0.442 0.0 0.0 0.0 0.11
H 2.996 4.384 1.546 0.0 0.1 -0.1 0.14
H -6.910 -3.778 0.056 0.0 0.0 0.0 0.04
H 1.696 -9.526 2.899 0.0 0.0 0.0 0.07
H -4.243 5.920 5.306 0.0 0.0 0.0 0.07
H 2.252 -2.515 -1.051 0.0 0.0 0.0 0.12
H -8.008 -4.578 1.184 0.0 0.0 0.0 0.07
H 1.529 9.403 -5.734 0.0 0.0 0.0 0.07
H 0.550 3.096 -1.429 0.1 0.0 0.0 0.10
H -1.722 -0.273 -0.331 0.0 0.0 0.0 0.10
H -1.374 0.833 -1.661 0.0 0.0 0.0 0.12
H -3.232 -1.162 -3.440 0.0 0.0 0.0 0.06
H 3.258 -11.595 1.044 0.0 0.0 0.0 0.12
H -4.304 -2.969 -4.783 0.0 0.0 0.0 0.11
H -0.100 -3.227 1.843 0.0 0.0 0.0 0.05
H -3.794 0.089 1.142 0.0 0.0 0.0 0.08
H 7.346 5.298 -0.232 0.1 -0.1 0.1 0.09
H -5.001 -1.779 -5.866 0.0 0.0 0.0 0.11
H 3.413 -3.939 4.295 0.0 0.0 0.0 0.12
H -5.579 6.493 4.309 0.0 0.0 0.0 0.08
H 5.618 5.296 1.137 0.0 -0.1 0.2 0.13
H -3.437 6.332 2.990 0.0 0.0 0.0 0.11
H 1.169 4.754 -1.417 0.0 -0.1 0.0 0.12
H 5.095 -7.338 4.324 0.0 0.0 0.0 0.06
H 4.457 2.003 -1.068 0.1 -0.2 0.1 0.11
H -1.232 -1.936 1.446 0.0 0.0 0.0 0.07
H 2.811 6.630 -6.645 0.0 0.0 0.0 0.13
H 7.589 3.673 1.656 0.0 0.1 0.0 0.12
H 2.855 10.402 -6.319 0.0 0.0 0.0 0.08
H -3.927 0.064 -4.510 0.0 0.0 0.0 0.08
H -3.334 4.622 3.373 0.0 0.0 0.0 0.11
H 1.983 -3.596 0.319 0.0 0.0 0.0 0.10
H 1.500 4.696 -4.257 -0.5 0.0 -0.1 0.03
H -5.792 -2.584 1.903 0.0 0.0 0.0 0.10
H 0.343 -1.539 2.131 0.0 0.0 0.0 0.08
H 1.182 -11.185 2.574 0.0 0.0 0.0 0.08
H 3.953 -3.518 2.671 0.0 0.0 0.0 0.09
H 3.392 1.529 -3.247 -0.2 -0.1 0.0 0.11
H -6.331 -0.814 -3.986 0.0 0.0 0.0 0.12
H 3.750 6.328 -5.183 0.0 0.0 0.0 0.12
H 2.245 9.084 -7.317 0.0 0.0 0.0 0.08
H -4.894 1.413 0.781 0.0 0.0 0.0 0.05
H -6.282 -4.953 1.210 0.0 0.0 0.0 0.08
H -6.107 -4.260 3.722 0.0 0.0 0.0 0.12
H 1.294 3.485 0.589 -0.1 -0.2 -0.1 0.11
H -0.166 -2.771 -0.635 0.0 0.0 0.0 0.12
H -5.447 4.779 4.712 0.0 0.0 0.0 0.07
H 0.328 -1.109 -0.329 0.0 0.0 -0.1 0.08
H -7.509 -2.229 1.910 0.0 0.0 0.0 0.11
H 3.692 8.762 -4.628 0.0 0.0 0.0 0.11
H -6.686 -2.523 -4.210 0.0 0.0 0.0 0.12
H 3.571 -10.492 -0.292 0.0 0.0 0.0 0.12
H 2.248 1.303 -0.368 0.0 0.2 -0.1 0.11
H 4.097 -6.255 5.303 0.0 0.0 0.0 0.08
H 2.490 1.898 1.256 0.2 -0.1 0.0 0.12
H 0.107 -9.836 2.205 0.0 0.0 0.0 0.07
H 6.864 2.621 0.443 0.1 0.0 0.1 0.12
H 5.620 -4.976 3.756 0.0 0.0 0.0 0.11
H 4.782 1.647 0.632 0.0 0.1 0.0 0.12
H 1.145 -10.671 0.105 0.0 0.0 0.0 0.11
```
Positions in Å, forces in eV/Å.